{
  "formula": "C6H10N2",
  "method": "ωB97M-V/def2-TZVPD",
  "species": ["C", "N", "C", "C", "C", "C", "H", "H", "H", "H", "H", "H", "H", "H", "H", "C", "N", "H"],
  "coordinates": [[-2.58, 0.77, 0.33], [-1.28, 1.39, 0.18], [-0.21, 0.77, 0.18], [1.02, 0.40, -0.02], [1.74, 0.19, 1.34], [1.66, 0.24, -1.33], [-2.77, 0.74, 1.37], [-3.30, 1.53, -0.05], [-2.54, -0.21, 0.05], [1.65, 1.12, 1.87], [2.79, -0.13, 1.13], [1.19, -0.63, 1.80], [2.23, -0.68, -1.35], [2.53, 0.92, -1.36], [0.95, 0.41, -2.08], [-1.03, -2.31, -0.70], [-1.05, -1.94, 0.37], [-1.02, -2.59, -1.73]],
  "lowdin_charge": [-0.125, 0.040, -0.152, -0.368, -0.045, -0.071, 0.069, 0.093, 0.001, 0.069, 0.082, 0.062, 0.070, 0.088, 0.064, -0.043, 0.100, 0.068],
  "homo_ev": -7.59,
  "smiles": "CN=C=C(C)C.C#N",
  "charge": 0,
  "homo_lumo_gap_ev": 8.45
}

***

{
  "formula": "C6H10N2",
  "method": "ωB97M-V/def2-TZVPD",
  "species": ["N", "C", "C", "C", "C", "C", "H", "H", "H", "H", "H", "H", "H", "C", "N", "H", "H", "H"],
  "coordinates": [[-2.36, 2.37, 0.55], [-1.43, 1.60, 0.46], [-0.64, 0.64, 0.18], [-0.70, -0.48, 1.15], [-0.87, -1.91, 0.77], [0.48, -1.43, 1.39], [-2.29, 3.06, 1.35], [0.24, 0.67, -0.46], [-1.26, -0.20, 2.11], [-0.91, -2.21, -0.31], [-1.34, -2.59, 1.40], [0.68, -1.76, 2.43], [1.29, -1.42, 0.72], [1.81, 1.07, -2.48], [1.44, 0.10, -1.79], [0.99, 1.84, -2.90], [2.72, 1.25, -2.96], [2.15, -0.60, -1.60]],
  "lowdin_charge": [0.126, -0.238, -0.089, -0.315, -0.120, -0.096, 0.086, 0.050, 0.156, 0.120, 0.059, 0.096, 0.056, -0.116, 0.015, 0.112, 0.036, 0.063],
  "homo_ev": -8.11,
  "smiles": "N=C=CC1CC1.C=N",
  "charge": 0,
  "homo_lumo_gap_ev": 9.04
}

***

{
  "formula": "C6H10N2O",
  "method": "ωB97M-V/def2-TZVPD",
  "species": ["C", "C", "C", "C", "N", "C", "C", "O", "N", "H", "H", "H", "H", "H", "H", "H", "H", "H", "H"],
  "coordinates": [[-0.05, 1.25, -0.19], [-0.89, -1.55, 1.04], [-0.23, -1.58, -1.31], [-0.20, 2.41, 0.65], [0.12, -1.22, 0.04], [0.79, 0.10, 0.32], [1.83, 0.40, -0.84], [1.30, 0.24, 1.48], [2.67, 0.70, -1.57], [-0.45, 1.21, -1.20], [-1.04, -2.63, 1.04], [0.60, -1.38, -1.99], [-1.87, -1.08, 0.85], [-0.53, -1.24, 2.02], [-1.13, -1.08, -1.70], [-0.43, -2.65, -1.34], [-0.96, 3.12, 0.32], [-0.31, 2.05, 1.68], [0.78, 2.92, 0.70]],
  "lowdin_charge": [0.106, -0.082, -0.101, -0.022, -0.176, -0.717, -0.122, -0.055, 0.183, 0.133, 0.086, 0.078, 0.083, 0.085, 0.081, 0.088, 0.094, 0.121, 0.138],
  "homo_ev": [-8.85, -8.85],
  "charge": 0,
  "homo_lumo_gap_ev": [6.61, 6.61]
}

***

{
  "formula": "C6H10N2O",
  "method": "ωB97M-V/def2-TZVPD",
  "species": ["C", "C", "C", "C", "O", "H", "H", "H", "H", "H", "H", "C", "C", "N", "N", "H", "H", "H", "H"],
  "coordinates": [[-1.15, -1.66, -0.18], [-1.03, -0.41, 0.65], [1.21, -0.16, 0.66], [2.01, -1.20, 0.48], [-1.49, -0.32, 1.77], [1.35, 0.60, 1.43], [-0.91, -2.51, 0.46], [-0.52, -1.68, -1.07], [-2.20, -1.75, -0.49], [1.85, -1.92, -0.31], [2.88, -1.38, 1.12], [0.38, 0.85, -0.93], [-1.37, 1.97, 0.28], [-0.84, 0.87, -0.11], [0.90, 2.00, -1.19], [1.64, 1.91, -1.88], [0.41, -0.02, -1.58], [-2.11, 1.92, 1.06], [-1.01, 2.88, -0.17]],
  "lowdin_charge": [-0.002, -0.507, -0.083, -0.055, 0.073, 0.082, 0.097, 0.065, 0.096, 0.047, 0.050, -0.369, 0.148, -0.066, 0.067, 0.045, 0.120, 0.104, 0.089],
  "homo_ev": [-7.76, -7.76],
  "charge": 0,
  "homo_lumo_gap_ev": [7.67, 7.67]
}

***

{
  "formula": "C6H10N2O",
  "method": "ωB97M-V/def2-TZVPD",
  "species": ["C", "C", "C", "C", "N", "O", "C", "C", "N", "H", "H", "H", "H", "H", "H", "H", "H", "H", "H"],
  "coordinates": [[-1.11, -1.48, -0.04], [-0.39, -0.17, -0.01], [-0.82, 0.57, 1.29], [-0.92, 0.64, -1.17], [1.11, -0.32, -0.03], [1.51, -1.46, 0.01], [1.86, 0.74, -0.06], [3.22, 0.39, -0.01], [4.35, 0.24, 0.11], [-0.81, -2.11, -0.96], [-1.12, -2.08, 0.88], [-2.20, -1.44, 0.02], [-0.30, 1.52, 1.35], [-0.55, 0.01, 2.16], [-1.83, 0.70, 1.05], [-0.70, 1.68, -1.10], [-0.75, 0.22, -2.12], [-2.00, 0.61, -1.19], [1.44, 1.75, -0.17]],
  "lowdin_charge": [-0.065, -0.519, -0.003, -0.040, -0.227, 0.031, -0.059, -0.219, 0.167, 0.125, 0.089, 0.089, 0.080, 0.094, 0.069, 0.079, 0.079, 0.091, 0.138],
  "homo_ev": -9.29,
  "smiles": "CC(C)(C)/[N+]([O-])=C/C#N",
  "charge": 0,
  "homo_lumo_gap_ev": 9.52
}

***

{
  "formula": "C6H10N2O2",
  "method": "ωB97M-V/def2-TZVPD",
  "species": ["H", "N", "C", "C", "C", "N", "O", "C", "O", "C", "C", "H", "H", "H", "H", "H", "H", "H", "H", "H"],
  "coordinates": [[0.83, 2.78, -0.68], [1.38, 2.07, -0.22], [0.83, 0.95, -0.09], [1.60, -0.14, 0.60], [0.82, -1.36, 0.97], [-0.25, -1.73, 0.36], [-0.96, -2.71, 0.64], [-0.72, -0.84, -0.91], [-0.01, -1.21, -2.02], [-0.58, 0.63, -0.54], [-1.56, 1.05, 0.56], [2.05, 0.28, 1.50], [2.46, -0.40, -0.04], [1.16, -1.96, 1.80], [-1.76, -1.16, -1.05], [0.91, -0.93, -1.94], [-0.81, 1.20, -1.45], [-1.44, 0.43, 1.44], [-2.58, 0.97, 0.21], [-1.37, 2.09, 0.85]],
  "lowdin_charge": [0.063, 0.160, -0.370, -0.106, -0.054, -0.224, -0.055, -0.242, 0.050, -0.260, -0.028, 0.124, 0.127, 0.134, 0.161, 0.107, 0.154, 0.088, 0.086, 0.084],
  "homo_ev": -8.64,
  "smiles": "[H]/N=C1/CC=[N+]([O-])[C@H](O)[C@H]1C",
  "charge": 0,
  "homo_lumo_gap_ev": 9.31
}

***

{
  "formula": "C6H10N2O2",
  "method": "ωB97M-V/def2-TZVPD",
  "species": ["C", "N", "C", "C", "C", "O", "C", "C", "N", "H", "H", "H", "H", "H", "H", "H", "H", "O", "H", "H"],
  "coordinates": [[2.60, 0.33, 1.22], [1.30, -0.31, 1.29], [0.27, 0.40, 0.60], [0.12, 0.47, -0.90], [0.45, -0.89, -1.50], [-0.44, -1.56, -0.58], [-0.87, -0.32, -0.05], [-2.30, -0.13, 0.31], [-3.06, 0.61, -0.52], [3.32, -0.25, 1.81], [2.98, 0.42, 0.19], [2.54, 1.34, 1.64], [1.33, -1.27, 0.97], [-0.02, 1.34, 1.09], [-0.05, 1.39, -1.46], [0.10, -1.01, -2.53], [1.49, -1.24, -1.40], [-2.94, -1.00, 0.92], [-2.80, 1.58, -0.64], [-4.04, 0.11, -0.47]],
  "lowdin_charge": [-0.123, -0.064, -0.224, -0.085, -0.104, -0.013, -0.306, -0.445, 0.143, 0.080, 0.077, 0.081, 0.112, 0.158, 0.134, 0.128, 0.120, 0.047, 0.102, 0.181],
  "homo_ev": -8.73,
  "charge": 0,
  "homo_lumo_gap_ev": 9.39
}

***

{
  "formula": "C6H10N2O2",
  "method": "ωB97M-V/def2-TZVPD",
  "species": ["C", "C", "C", "C", "N", "N", "O", "O", "H", "H", "H", "H", "H", "H", "C", "C", "H", "H", "H", "H"],
  "coordinates": [[0.03, 2.21, 0.11], [1.30, 1.54, -0.48], [1.67, 0.14, -0.03], [2.24, -0.29, 1.15], [2.51, -0.55, 2.23], [1.22, -0.72, -0.92], [0.60, -0.53, -1.92], [1.47, -2.06, -0.62], [0.30, 3.19, 0.13], [-0.78, 1.95, -0.46], [-0.04, 1.74, 1.01], [2.24, 2.26, -0.34], [1.17, 1.50, -1.66], [1.57, -2.64, -1.37], [-2.92, -1.85, 0.77], [-2.21, -0.81, 0.27], [-3.44, -2.43, 0.11], [-3.13, -1.96, 1.79], [-2.00, -0.54, -0.71], [-1.80, -0.14, 0.92]],
  "lowdin_charge": [-0.050, -0.160, -0.217, -0.168, 0.188, -0.284, 0.036, 0.084, 0.045, 0.046, 0.046, 0.151, 0.142, 0.123, -0.018, -0.035, 0.012, 0.033, 0.027, -0.003],
  "homo_ev": -9.48,
  "smiles": "CC/C(C#N)=[N+](\\[O-])O.C=C",
  "charge": 0,
  "homo_lumo_gap_ev": 9.47
}

***

{
  "formula": "C6H10N2O3",
  "method": "ωB97M-V/def2-TZVPD",
  "species": ["C", "C", "C", "C", "C", "C", "N", "N", "O", "O", "O", "H", "H", "H", "H", "H", "H", "H", "H", "H", "H"],
  "coordinates": [[-1.40, 1.47, -0.07], [-0.56, -1.16, -0.42], [-0.15, 0.40, 1.54], [-1.82, -0.31, -0.61], [0.55, -0.47, 0.43], [1.45, 0.31, -0.43], [-1.88, 2.32, -0.86], [-3.00, -0.71, 0.13], [-2.89, -1.36, 1.15], [-4.02, -0.21, -0.29], [-0.64, 1.58, 0.95], [-0.83, -2.10, 0.13], [-0.26, -1.57, -1.43], [-0.95, -0.28, 1.81], [0.55, 0.89, 2.40], [-2.13, -0.26, -1.61], [0.98, -1.37, 1.05], [1.84, 1.16, 0.01], [1.00, 0.45, -1.33], [2.38, -0.20, -0.66], [-1.70, 3.27, -0.68]],
  "lowdin_charge": [-0.328, -0.133, -0.119, -0.066, -0.336, -0.061, 0.172, -0.402, 0.068, 0.094, 0.003, 0.123, 0.142, 0.104, 0.190, 0.118, 0.170, 0.064, 0.061, 0.091, 0.044],
  "homo_ev": -10.20,
  "charge": 0,
  "homo_lumo_gap_ev": 10.29
}

***

{
  "formula": "C6H10N2O3",
  "method": "ωB97M-V/def2-TZVPD",
  "species": ["O", "N", "N", "C", "C", "C", "C", "C", "C", "O", "O", "H", "H", "H", "H", "H", "H", "H", "H", "H", "H"],
  "coordinates": [[-2.68, -2.16, -0.13], [-1.50, -1.97, -0.57], [-0.71, -1.03, 0.00], [-1.34, -0.04, 0.91], [-1.32, 1.26, 0.21], [0.19, 1.63, 0.10], [0.68, 0.85, -1.04], [0.52, -0.69, -0.61], [1.74, -1.20, 0.30], [1.73, -1.23, 1.59], [2.66, -1.36, -0.59], [-2.34, -0.40, 1.36], [-0.61, 0.00, 1.80], [-1.89, 1.06, -0.80], [-1.66, 2.08, 0.86], [0.26, 2.83, 0.10], [0.45, 1.11, 1.28], [0.01, 1.01, -1.99], [1.71, 1.08, -1.28], [0.52, -1.32, -1.53], [3.58, -1.50, 0.03]],
  "lowdin_charge": [-0.088, -0.017, -0.118, -0.185, -0.227, -0.228, -0.155, -0.201, -0.448, 0.034, 0.097, 0.140, 0.121, 0.163, 0.112, 0.153, 0.179, 0.155, 0.107, 0.154, 0.252],
  "homo_ev": -9.26,
  "smiles": "O=NN1CCCC[C@H]1C(=O)O",
  "charge": 0,
  "homo_lumo_gap_ev": 9.49
}

***

{
  "formula": "C6H10N2S",
  "method": "ωB97M-V/def2-TZVPD",
  "species": ["C", "N", "N", "C", "C", "C", "C", "C", "S", "H", "H", "H", "H", "H", "H", "H", "H", "H", "H"],
  "coordinates": [[-3.00, 1.11, -0.26], [-1.82, 1.03, 0.56], [-0.80, 0.10, 0.42], [-0.59, -0.60, -0.65], [0.53, -1.52, -0.82], [1.77, -1.56, -0.27], [2.53, -0.81, 0.68], [2.79, 0.46, 0.73], [2.06, 1.67, -0.38], [-2.85, 1.60, -1.20], [-3.63, 0.07, -0.19], [-3.80, 1.71, 0.25], [-1.93, 1.12, 1.58], [-1.32, -0.75, -1.49], [0.45, -2.26, -1.53], [2.46, -2.39, -0.48], [2.96, -1.50, 1.48], [3.41, 0.85, 1.48], [0.79, 1.68, 0.09]],
  "lowdin_charge": [-0.131, -0.142, -0.008, -0.188, -0.083, -0.125, -0.230, -0.487, 0.711, 0.061, 0.126, 0.078, 0.123, 0.116, 0.066, 0.106, 0.133, 0.033, -0.159],
  "homo_ev": -8.10,
  "smiles": "CN/N=C/C=C\\C=C/S",
  "charge": 0,
  "homo_lumo_gap_ev": 8.58
}

***

{
  "formula": "C6H10N3O3",
  "method": "ωB97M-V/def2-TZVPD",
  "species": ["C", "C", "N", "C", "C", "C", "O", "N", "O", "O", "C", "N", "H", "H", "H", "H", "H", "H", "H", "H", "H", "H"],
  "coordinates": [[3.36, -0.11, 1.06], [2.01, 0.20, 0.54], [0.83, -0.49, 0.56], [-0.14, 0.11, -0.13], [-1.58, -0.49, -0.25], [-2.08, -0.79, -1.70], [-1.58, -1.63, 0.52], [-2.52, 0.49, 0.30], [-2.60, 1.55, -0.23], [-3.14, 0.09, 1.22], [0.34, 1.32, -0.53], [1.68, 1.27, -0.16], [3.57, 0.76, 1.78], [3.40, -1.07, 1.52], [4.21, 0.05, 0.34], [0.86, -1.39, 1.07], [-2.07, 0.04, -2.33], [-1.56, -1.56, -2.11], [-3.10, -1.31, -1.54], [-2.02, -1.28, 1.35], [-0.18, 2.08, -1.07], [2.30, 2.17, -0.22]],
  "lowdin_charge": [0.035, -0.258, 0.186, -0.116, -0.412, 0.070, 0.040, -0.374, 0.148, 0.165, 0.053, 0.127, 0.130, 0.082, 0.121, 0.209, 0.074, 0.056, 0.148, 0.136, 0.140, 0.240],
  "homo_ev": -14.09,
  "smiles": "Cc1[nH]c([C@@](C)(O)[N+](=O)[O-])c[nH+]1",
  "charge": 1,
  "homo_lumo_gap_ev": 10.85
}

***

{
  "formula": "C6H10N5S",
  "method": "ωB97M-V/def2-TZVPD",
  "species": ["C", "C", "C", "C", "C", "C", "N", "N", "N", "N", "N", "S", "H", "H", "H", "H", "H", "H", "H", "H", "H", "H"],
  "coordinates": [[-0.99, 1.70, -0.10], [-3.91, 0.10, -0.23], [0.12, 0.89, -0.06], [1.49, 1.08, -0.67], [0.57, -1.55, 0.64], [1.95, -1.42, 0.00], [-3.23, 1.16, 0.36], [-1.95, 0.89, 0.57], [-0.15, -0.19, 0.63], [-1.46, -0.24, 0.99], [2.42, 0.05, -0.03], [-3.21, -1.38, -0.63], [-1.20, 2.68, -0.39], [-4.90, 0.29, -0.57], [1.45, 0.71, -1.76], [1.75, 2.17, -0.46], [-0.07, -2.14, 0.10], [0.66, -1.68, 1.69], [2.70, -1.95, 0.57], [1.97, -1.74, -1.01], [3.25, 0.24, -0.58], [2.73, 0.36, 0.93]],
  "lowdin_charge": [0.073, -0.583, -0.272, -0.023, -0.015, -0.041, 0.030, -0.259, -0.089, 0.010, 0.056, 0.765, 0.109, 0.043, 0.174, 0.173, 0.091, 0.122, 0.139, 0.124, 0.166, 0.208],
  "homo_ev": [-8.69, -11.77],
  "spin_multiplicity": 3,
  "charge": 1,
  "homo_lumo_gap_ev": [4.96, 6.82]
}

***

In kJ/mol, the relative energy (zero: lowest compared OMol25 entry of this formula, charge and spin) values for the records above are, in order, 318.8 404.0 484.7 478.6 346.1 302.6 352.0 655.4 626.1 577.0 285.7 174.6 86.1.